Below is 2 unconnected molecules or ions with the total composition C5H13NO in a non-equilibrium geometry, with properties calculated with the ωB97M-V functional and the def2-TZVPD basis.

```
20
Properties=species:S:1:pos:R:3
O -1.79372 -1.90197 2.13104
N -0.44865 1.30275 -0.13003
C -0.19895 0.21971 -0.96862
C -0.85419 0.06445 -2.12536
C -0.50167 1.14045 1.31547
C 0.90307 -0.71190 -0.58662
C 2.26392 0.01484 -0.46365
H -2.23084 -1.06007 2.29534
H -0.02624 0.22847 1.64848
H -1.63557 0.72003 -2.46719
H -1.54186 1.17408 1.64370
H -0.88218 2.13733 -0.49727
H 3.00448 -0.67226 -0.02689
H 1.02783 -1.49912 -1.32586
H 2.66140 0.26066 -1.43454
H -0.54587 -0.71747 -2.81682
H 0.77620 -1.20955 0.37751
H 2.23281 0.84020 0.23011
H -2.18995 -2.29977 1.35354
H -0.02002 1.96916 1.84766
```

Summary:
orbital gap = 8.70 eV
charge = 0
spin multiplicity = 1
largest force on an atom = 1.4 eV/A
relative energy (zero: lowest compared OMol25 entry of this formula, charge and spin) = 1.4516 eV
calculated total energy = -328.2655 hartree
structure (SMILES) = C=C(CC)NC.O
molecular weight = 103.2 g mol⁻¹
HOMO energy = -7.9 eV